Formula: C5H10N2O
Source: OMol25
Level of theory: wB97M-V/def2-TZVPD

Last column: Mulliken charge in e.
Element x y z (Å)
C (-0.937, 2.173, -0.077)  -1.020
C (-1.064, 0.730, 0.302)  0.358
C (-2.063, -0.052, 0.792)  -0.520
N (-1.507, -1.213, 1.259)  -0.149
C (-0.156, -1.072, 1.097)  -0.311
N (0.134, 0.067, 0.551)  -0.324
H (-0.174, 2.210, -0.855)  0.273
H (-0.604, 2.793, 0.753)  0.231
H (-1.840, 2.567, -0.535)  0.346
H (-3.123, 0.114, 0.749)  0.399
H (-1.979, -1.676, 2.020)  0.265
H (0.607, -1.812, 1.271)  0.442
C (2.038, -0.767, -2.000)  -0.438
O (2.873, 0.091, -1.233)  -0.514
H (1.521, -1.449, -1.323)  0.126
H (1.226, -0.220, -2.485)  0.203
H (2.674, -1.348, -2.665)  0.275
H (2.445, 0.220, -0.379)  0.356

For the largest force on an atom, the calculation gives 1.7 eV Å⁻¹. Its structure (SMILES) is Cc1c[nH]cn1.CO. As for the gap between HOMO and LUMO: 9.73 eV. The LUMO energy comes out at 0.76 eV. Its relative energy (zero: lowest compared OMol25 entry of this formula, charge and spin) is 104.4 kJ/mol. As for the total energy: -10374.2235 eV.



Formula: CH2FGaNS
Source: OMol25
Level of theory: wB97M-V/def2-TZVPD

Last column: Mulliken charge in e.
Element x y z (Å)
F (-1.175, 1.526, 1.741)  -0.526
Ga (-0.490, 0.053, 0.804)  0.446
N (-0.606, 0.288, -1.154)  -0.319
C (0.396, -0.108, -1.683)  0.150
S (1.998, -0.364, -2.047)  -0.369
H (-1.206, -1.327, 1.176)  -0.188
H (1.083, -0.067, 1.163)  -0.193

For the largest force on an atom, the calculation gives 2.2 eV Å⁻¹. As for the gap between HOMO and LUMO: 8.59 eV. The LUMO energy comes out at 3.48 eV. As for the total energy: -68490.9810 eV. As for the total charge: -1.



Formula: C46H95F3N5O14S2V
Source: OMol25
Level of theory: wB97M-V/def2-TZVPD

Last column: Mulliken charge in e.
Element x y z (Å)
O (3.357, 23.670, 22.462)  1.072
V (2.991, 25.229, 22.794)  0.861
O (1.428, 25.326, 22.612)  -0.676
C (4.598, 26.150, 27.351)  0.477
F (4.829, 27.366, 27.928)  -0.240
F (5.648, 25.347, 27.556)  -0.185
F (3.520, 25.676, 27.959)  -0.217
S (4.325, 26.507, 25.422)  0.841
O (5.667, 26.463, 24.757)  -0.544
O (3.497, 25.427, 24.877)  -0.751
O (3.656, 27.792, 25.367)  -0.628
S (4.826, 26.630, 21.338)  1.898
O (3.388, 26.897, 21.522)  -0.818
O (5.713, 27.591, 21.932)  -0.743
O (5.040, 25.544, 22.216)  -0.795
O (5.211, 26.276, 20.004)  -0.705
C (1.050, 24.077, 18.796)  0.231
C (2.329, 23.806, 17.907)  2.481
C (2.061, 22.651, 16.927)  -1.282
C (1.248, 22.939, 15.712)  -0.659
C (1.992, 24.083, 15.001)  -1.378
C (2.207, 25.352, 15.837)  1.578
N (2.793, 24.963, 17.154)  0.315
O (3.177, 26.046, 17.950)  -0.304
C (3.302, 26.264, 15.032)  -1.941
C (0.838, 26.134, 15.920)  -1.407
C (3.472, 23.299, 18.850)  -2.014
H (0.136, 24.034, 18.205)  -1.148
H (1.143, 24.997, 19.373)  0.684
H (1.039, 23.233, 19.487)  -0.520
H (2.963, 22.191, 16.522)  0.652
H (1.589, 21.853, 17.499)  0.062
H (0.319, 23.260, 16.183)  0.136
H (1.108, 22.052, 15.093)  0.415
H (1.280, 24.265, 14.197)  0.473
H (2.934, 23.716, 14.592)  0.392
H (4.316, 25.864, 15.018)  0.438
H (3.101, 26.327, 13.963)  0.366
H (3.325, 27.205, 15.581)  0.382
H (0.434, 26.245, 14.913)  0.446
H (0.109, 25.465, 16.377)  0.209
H (0.851, 27.070, 16.477)  0.322
H (3.707, 23.916, 19.718)  -0.321
H (4.340, 22.970, 18.279)  0.628
H (3.116, 22.393, 19.341)  0.069
H (2.353, 26.339, 18.346)  0.323
C (9.188, 22.124, 21.621)  -1.830
C (8.161, 23.089, 21.974)  1.600
C (6.718, 22.536, 22.158)  -0.630
C (6.211, 22.297, 23.589)  1.829
C (7.336, 22.111, 24.585)  -1.886
C (8.516, 23.157, 24.524)  2.084
N (8.515, 23.845, 23.235)  0.534
O (9.561, 24.691, 23.048)  -0.519
C (8.161, 24.211, 25.610)  -2.030
C (9.817, 22.377, 24.889)  -1.955
C (7.877, 23.960, 20.689)  -1.798
H (8.762, 21.619, 20.754)  0.453
H (9.261, 21.385, 22.419)  0.410
H (10.106, 22.642, 21.342)  0.413
H (5.926, 23.007, 21.577)  -0.389
H (6.646, 21.656, 21.519)  0.301
H (5.538, 21.442, 23.546)  -0.693
H (5.517, 23.107, 23.812)  -0.707
H (7.585, 21.052, 24.653)  0.206
H (6.979, 22.181, 25.612)  0.623
H (7.163, 24.614, 25.433)  0.352
H (7.942, 23.752, 26.574)  0.440
H (8.865, 25.036, 25.719)  0.432
H (9.878, 21.421, 24.370)  0.393
H (10.706, 22.962, 24.654)  0.381
H (9.963, 22.141, 25.944)  0.386
H (8.854, 24.382, 20.452)  0.484
H (7.197, 24.796, 20.852)  0.122
H (7.451, 23.358, 19.887)  0.293
H (10.265, 24.050, 22.923)  0.349
C (1.674, 21.688, 24.883)  -0.122
C (0.828, 21.832, 26.157)  2.072
C (0.628, 23.381, 26.431)  -1.496
C (-0.497, 23.967, 25.571)  0.789
C (-1.812, 23.184, 25.726)  -1.538
C (-1.732, 21.575, 25.361)  1.605
N (-0.425, 21.086, 25.971)  0.336
O (-0.232, 19.694, 25.881)  -0.463
C (-2.910, 20.978, 26.079)  -2.264
C (-1.823, 21.287, 23.873)  -1.053
C (1.544, 21.288, 27.426)  -2.095
H (2.727, 21.928, 25.029)  0.415
H (1.295, 22.234, 24.018)  -0.342
H (1.782, 20.646, 24.585)  -0.746
H (0.306, 23.500, 27.466)  0.473
H (1.579, 23.912, 26.378)  0.176
H (-0.203, 23.951, 24.521)  -0.884
H (-0.685, 24.958, 25.983)  0.649
H (-2.555, 23.653, 25.081)  0.459
H (-2.203, 23.368, 26.727)  0.435
H (-2.955, 19.931, 25.781)  0.437
H (-2.867, 21.081, 27.164)  0.491
H (-3.826, 21.453, 25.727)  0.372
H (-0.972, 21.711, 23.339)  -0.176
H (-1.982, 20.230, 23.662)  0.321
H (-2.790, 21.725, 23.628)  0.693
H (2.543, 21.726, 27.434)  0.425
H (1.844, 20.253, 27.264)  0.473
H (1.134, 21.342, 28.434)  0.387
H (-0.508, 19.374, 26.742)  0.337
C (3.052, 16.591, 22.607)  -1.766
C (3.414, 18.012, 22.929)  1.499
C (4.755, 18.274, 22.098)  -1.054
C (4.619, 18.473, 20.574)  -0.942
C (3.519, 19.593, 20.435)  -0.842
C (2.210, 19.284, 21.127)  2.064
N (2.395, 18.991, 22.528)  1.492
O (1.199, 18.721, 23.248)  -0.590
C (1.377, 20.592, 21.059)  -2.340
C (1.503, 18.189, 20.329)  -2.115
C (3.813, 18.280, 24.432)  -1.709
H (2.849, 16.482, 21.542)  0.332
H (3.795, 15.870, 22.949)  0.469
H (2.068, 16.360, 23.014)  0.283
H (5.328, 19.079, 22.559)  0.157
H (5.324, 17.345, 22.110)  0.453
H (5.585, 18.794, 20.183)  0.466
H (4.217, 17.625, 20.021)  0.385
H (3.375, 19.685, 19.358)  0.453
H (3.982, 20.521, 20.771)  -0.164
H (0.478, 20.616, 21.674)  0.910
H (1.204, 21.012, 20.068)  0.146
H (1.854, 21.349, 21.682)  0.104
H (0.594, 17.857, 20.831)  0.404
H (2.139, 17.352, 20.041)  0.325
H (1.104, 18.490, 19.360)  0.439
H (4.791, 17.898, 24.723)  0.376
H (3.696, 19.351, 24.602)  0.170
H (3.105, 17.824, 25.125)  0.410
H (1.006, 19.574, 23.643)  -0.039
C (-3.675, 27.644, 19.750)  -2.135
C (-2.997, 26.276, 19.681)  2.045
C (-2.115, 26.173, 21.041)  -1.893
C (-1.622, 24.719, 21.434)  2.523
C (-2.758, 23.706, 21.292)  -1.239
C (-3.746, 23.726, 20.037)  2.123
N (-4.051, 25.175, 19.696)  0.164
O (-5.000, 25.378, 18.612)  -0.477
C (-3.022, 22.991, 18.841)  -1.684
C (-5.007, 22.900, 20.273)  -2.199
C (-2.089, 26.261, 18.443)  -1.481
H (-4.440, 27.859, 20.495)  0.430
H (-4.295, 27.878, 18.884)  0.439
H (-2.977, 28.478, 19.825)  0.360
H (-1.204, 26.760, 20.925)  0.584
H (-2.579, 26.612, 21.924)  0.339
H (-1.314, 24.592, 22.472)  -0.460
H (-0.787, 24.547, 20.754)  -1.399
H (-3.404, 23.926, 22.142)  0.400
H (-2.328, 22.731, 21.519)  0.138
H (-3.441, 23.222, 17.861)  0.383
H (-2.028, 23.417, 18.705)  0.191
H (-3.019, 21.902, 18.804)  0.445
H (-4.901, 21.817, 20.213)  0.337
H (-5.542, 23.205, 21.172)  0.405
H (-5.731, 23.114, 19.486)  0.513
H (-1.273, 26.978, 18.531)  0.439
H (-2.619, 26.389, 17.498)  0.391
H (-1.493, 25.349, 18.476)  -0.096
H (-5.732, 25.642, 19.175)  0.352

For the largest force on an atom, the calculation gives 7.5 eV Å⁻¹. As for the gap between HOMO and LUMO: 5.73 eV. The LUMO energy comes out at 3.48 eV. Its relative energy (zero: lowest compared OMol25 entry of this formula, charge and spin) is 0.0 kJ/mol. As for the total energy: -140862.0418 eV. As for the total charge: -2.



Formula: C4H11N3O
Source: OMol25
Level of theory: wB97M-V/def2-TZVPD

Last column: Mulliken charge in e.
Element x y z (Å)
C (-0.681, -1.525, -0.178)  -1.177
C (-0.874, 0.153, 1.540)  -0.943
N (-0.314, -0.171, 0.229)  0.226
C (2.226, -0.921, -0.115)  -0.267
N (1.514, 0.044, 0.272)  -0.265
H (-1.763, -1.683, -0.110)  0.326
H (-0.200, -2.258, 0.476)  0.405
H (-0.361, -1.687, -1.206)  0.422
H (-0.525, -0.579, 2.273)  0.343
H (-0.563, 1.152, 1.833)  0.308
H (-1.970, 0.141, 1.522)  0.374
H (1.933, -1.668, -0.856)  0.283
H (3.262, -0.927, 0.243)  0.288
N (-0.435, 2.247, -0.449)  -0.597
C (-0.415, 0.954, -1.078)  0.145
O (0.604, 0.669, -1.843)  -0.724
H (0.425, 2.359, 0.083)  0.248
H (-0.450, 2.983, -1.144)  0.268
H (-1.412, 0.718, -1.493)  0.339

For the largest force on an atom, the calculation gives 3.0 eV Å⁻¹. As for the gap between HOMO and LUMO: 8.00 eV. The LUMO energy comes out at 0.05 eV. Its relative energy (zero: lowest compared OMol25 entry of this formula, charge and spin) is 524.8 kJ/mol. As for the total energy: -10839.7716 eV.



Formula: C3H8ClNO2
Source: OMol25
Level of theory: wB97M-V/def2-TZVPD

Last column: Mulliken charge in e.
Element x y z (Å)
C (-0.867, 1.359, 1.660)  -1.193
C (-1.141, 0.699, 0.307)  -0.206
O (-0.506, -0.553, 0.388)  -0.244
N (-0.508, -1.142, -1.056)  0.042
Cl (-2.081, -1.696, -1.421)  -0.073
O (0.284, -2.238, -1.012)  -0.214
C (1.609, -2.161, -1.566)  -0.619
H (-1.450, 0.722, 2.385)  0.264
H (0.256, 1.368, 1.872)  0.262
H (-1.241, 2.287, 1.705)  0.467
H (-0.834, 1.323, -0.438)  0.411
H (-2.251, 0.616, 0.147)  0.259
H (1.774, -2.918, -2.207)  0.320
H (2.330, -2.088, -0.732)  0.252
H (1.839, -1.304, -2.341)  0.272

For the largest force on an atom, the calculation gives 5.0 eV Å⁻¹. Its structure (SMILES) is CCON(Cl)OC. As for the gap between HOMO and LUMO: 10.47 eV. The LUMO energy comes out at 0.86 eV. Its relative energy (zero: lowest compared OMol25 entry of this formula, charge and spin) is 605.7 kJ/mol. As for the total energy: -21342.7402 eV.